Formula: C35H68NO11S4
Source: the Open Molecules 2025 dataset
Level of theory: ωB97M-V/def2-TZVPD

```
! RIJCOSX wB97M-V def2-TZVPD def2/J DEFGRID3
* xyz 1 1
C -0.9092 -6.6602 0.1478
C -0.2680 -5.4516 -0.2371
N 0.4578 -4.1410 -0.6117
C 1.4817 -3.9418 0.5260
C -0.6155 -3.0765 -0.6416
C -1.3561 -2.8498 0.8413
C -2.4292 -1.5825 0.6406
C -1.5878 -0.1378 0.6254
C -2.5004 1.1055 1.1878
C -1.6965 2.5491 1.1741
C -0.1826 2.4401 1.8300
C 0.9430 2.1394 0.6336
C 2.0628 1.1222 1.2916
C 2.9125 1.7900 2.5357
C 3.0045 0.7700 3.8159
C 1.8724 1.0940 4.9891
O 1.9187 2.4716 5.4979
C 0.7357 3.2576 5.1197
C 1.1340 -4.4185 -1.9337
C 1.4889 -3.1034 -2.8389
C 2.3425 -1.9317 -2.0745
O 3.6197 -2.2218 -1.7318
O 1.8205 -0.5866 -1.7059
H -1.4588 -7.4812 0.8176
H 1.0715 -4.5115 1.4814
H 1.5073 -2.7707 0.7470
H 2.5691 -4.2511 0.2231
H -0.2456 -2.0066 -0.9572
H -1.4996 -3.4430 -1.3551
H -0.5966 -2.4704 1.6644
H -1.9814 -3.7758 1.1872
H -3.2573 -1.5685 1.4967
H -2.8922 -1.7244 -0.4246
H -1.1940 0.0686 -0.4735
H -0.6273 -0.3176 1.3023
H -2.8564 0.8496 2.2925
H -3.4319 1.2129 0.4760
H -1.5614 2.9588 0.0734
H -2.3796 3.2988 1.8034
H 0.1007 3.4608 2.3342
H -0.0770 1.5886 2.6325
H 1.4425 3.1615 0.3501
H 0.4397 1.6305 -0.3048
H 2.8437 0.8817 0.4221
H 1.5085 0.1126 1.5826
H 3.9862 2.1374 2.1529
H 2.3789 2.7742 2.9067
H 4.0957 0.8223 4.2747
H 2.8317 -0.3566 3.4623
H 0.8194 0.7218 4.6417
H 2.1774 0.3932 5.9064
H 0.4266 3.8768 6.0916
H 0.9716 4.0523 4.2935
H -0.2096 2.6324 4.8292
H 2.0869 -5.0823 -1.7335
H 0.3869 -5.1170 -2.5482
H 2.1796 -3.4863 -3.7336
H 0.5489 -2.6089 -3.3664
H 1.4474 -0.6446 -0.7773
C -4.0342 -6.3281 -3.6052
C -5.4961 -5.8963 -3.5007
C -5.6483 -5.1025 -2.2043
S -4.0533 -4.3664 -1.8790
O -3.5156 -4.9489 -0.6675
O -4.1398 -2.9335 -2.0785
C -3.2138 -5.0903 -3.2743
H -3.7950 -6.7146 -4.6003
H -3.8297 -7.1205 -2.8754
H -5.7500 -5.2583 -4.3559
H -6.1741 -6.7553 -3.5196
H -6.3992 -4.3142 -2.3010
H -5.8986 -5.7544 -1.3628
H -2.1795 -5.3181 -3.0112
H -3.2437 -4.3671 -4.0948
C -0.2370 8.6948 7.8189
C -1.4662 8.3059 8.6390
C -1.8383 6.8742 8.2569
S -0.3210 6.0840 7.7421
O -0.4208 5.7693 6.3324
O 0.0624 5.0972 8.7318
C 0.7209 7.5178 7.9280
H 0.2191 9.6194 8.1844
H -0.5248 8.8491 6.7721
H -1.2211 8.3507 9.7071
H -2.3019 8.9908 8.4651
H -2.2624 6.3291 9.1039
H -2.5344 6.8530 7.4139
H 1.4941 7.5203 7.1579
H 1.1779 7.4728 8.9211
C 6.8546 -4.5987 -5.9669
C 6.7307 -4.0096 -4.5626
C 5.5285 -3.0668 -4.5651
S 4.4109 -3.6856 -5.8140
O 4.3250 -2.7094 -6.8797
O 3.2351 -4.2370 -5.1707
C 5.4487 -5.0274 -6.3598
H 7.5536 -5.4396 -5.9944
H 7.2204 -3.8308 -6.6590
H 6.5635 -4.8186 -3.8412
H 7.6430 -3.4852 -4.2617
H 5.0221 -3.0581 -3.5966
H 5.8181 -2.0497 -4.8434
H 5.3301 -5.1785 -7.4341
H 5.1452 -5.9274 -5.8167
C -2.2321 3.3180 -4.6811
C -3.4053 4.2957 -4.7288
C -3.4535 5.0202 -3.3845
S -1.7779 5.0361 -2.7651
O -1.7230 4.2288 -1.5645
O -1.2646 6.3906 -2.8131
C -1.0635 4.1039 -4.1054
H -1.9975 2.9165 -5.6712
H -2.4790 2.4761 -4.0234
H -3.2420 5.0224 -5.5338
H -4.3504 3.7840 -4.9355
H -3.8101 6.0475 -3.4938
H -4.0765 4.4843 -2.6632
H -0.2602 3.4670 -3.7312
H -0.6700 4.8167 -4.8363
*
```

Results
LUMO   -2.9 eV
Maximum force   0.207 hartree/bohr
HOMO level   -10.48 eV

Atomic partial charges in e from the Mulliken method, atoms 1 to 99: -1.22, 0.21, 1.05, -0.31, 0.12, -0.22, -0.58, 0.61, -0.87, -0.17, 0.36, -0.40, 0.05, -0.41, -0.50, -0.42, -0.36, 0.14, -0.79, 0.44, 0.56, -0.57, -0.38, 0.36, 0.30, 0.05, 0.28, -0.08, -0.50, 0.29, 0.40, 0.35, 0.19, 0.09, -0.45, 0.32, 0.29, -0.06, 0.28, 0.14, -0.36, 0.43, -0.03, 0.34, -0.37, 0.38, 0.15, 0.31, 0.15, 0.19, 0.30, -0.11, 0.13, 0.10, 0.40, 0.30, -0.15, 0.32, 0.08, -0.65, -0.59, -0.78, 1.31, -0.62, -0.74, -0.18, 0.38, 0.28, 0.30, 0.34, 0.36, 0.36, -0.09, 0.40, -0.58, -0.60, -0.69, 1.26, -0.67, -0.72, -0.73, 0.34, 0.30, 0.30, 0.31, 0.35, 0.36, 0.36, 0.38, -0.60, -0.77, -0.12, 1.14, -0.68, -0.77, -0.69, 0.35, 0.31, 0.30